1.
Density functional theory data (the ωB97M-V functional and the def2-TZVPD basis) for a structure of composition C50H51BHfN6O5P2S2.

Values from the calculation:
**Net charge**: 0
**Electronic energy**: -4192.86280 Eh
**Molar mass**: 1131.4 g mol⁻¹
**Energy above the lowest of the compared OMol25 structures with the same formula, charge and spin**: 0.000 eV
**Kohn-Sham gap**: 7.898 eV

The geometry in XYZ format:
```
118
Properties=species:S:1:pos:R:3:forces:R:3
Hf 0.7333 0.1337 -0.5011 0.31 -0.15 0.32
O -0.8425 -0.4966 -4.4595 -0.02 -0.07 0.11
C -0.2291 0.1445 -3.6236 0.10 0.21 -0.38
O 0.0809 -0.3056 -2.4472 0.10 -0.09 -0.07
C 0.1978 1.5875 -3.8940 -0.04 -0.13 0.00
P -0.3166 2.5431 -2.4207 0.00 0.02 0.08
C 0.2966 4.2315 -2.7028 -0.08 0.05 -0.06
C 1.5039 4.5764 -2.0985 0.01 0.00 0.00
C 2.0273 5.8510 -2.2628 0.00 -0.02 0.00
C 1.3413 6.7898 -3.0178 0.00 0.03 -0.02
C 0.1325 6.4559 -3.6159 0.00 0.01 0.01
C -0.3887 5.1811 -3.4615 0.06 -0.05 0.02
C -2.1291 2.6953 -2.6417 0.02 -0.03 -0.02
C -2.8502 3.4272 -1.6928 0.01 -0.01 0.01
C -4.2351 3.4440 -1.7067 -0.01 0.04 0.01
C -4.9334 2.7295 -2.6730 0.01 -0.01 -0.03
C -4.2314 2.0159 -3.6316 -0.02 0.01 0.03
C -2.8411 1.9982 -3.6174 0.02 -0.02 0.00
H -0.1858 1.9323 -4.8529 -0.04 0.01 0.03
H 1.2893 1.6403 -3.9033 0.00 0.00 0.06
H 2.0316 3.8405 -1.5041 0.01 0.00 0.02
H 2.9675 6.1091 -1.7933 0.00 0.00 0.00
H 1.7473 7.7860 -3.1390 -0.01 0.01 0.00
H -0.4041 7.1903 -4.2029 0.00 0.00 -0.01
H -1.3325 4.9209 -3.9253 -0.01 0.01 -0.01
H -2.3234 3.9998 -0.9386 0.02 0.01 0.01
H -4.7719 4.0214 -0.9641 0.00 0.00 0.00
H -6.0160 2.7438 -2.6847 0.00 0.00 0.00
H -4.7625 1.4676 -4.3996 0.00 0.00 -0.01
H -2.3243 1.4123 -4.3662 0.00 0.02 -0.01
C -1.6522 -3.5003 2.5821 -0.04 0.04 -0.01
N -0.5458 -4.0955 1.8671 0.13 -0.02 -0.06
C 0.0936 -5.2592 2.2306 -0.07 0.04 0.00
C 0.9365 -5.5582 1.2208 0.05 -0.08 0.01
N 0.8148 -4.6012 0.2398 -0.07 0.05 0.06
B 1.6307 -4.8798 -1.0872 0.06 0.04 0.04
N 1.4564 -3.8437 -2.2210 -0.05 0.05 -0.04
C 1.0373 -4.1824 -3.4893 -0.01 -0.07 0.00
C 1.3574 -3.1739 -4.3268 0.02 0.04 -0.03
N 1.9780 -2.2106 -3.5619 -0.06 -0.09 0.07
C 2.6139 -1.0147 -4.0736 0.02 0.06 -0.02
C 2.0035 -2.6239 -2.2781 0.06 0.07 -0.10
S 2.6558 -1.7566 -0.9466 -0.06 -0.02 0.01
C -0.0869 -3.7003 0.6439 -0.05 -0.07 0.06
S -0.7449 -2.3433 -0.1814 0.07 0.08 0.02
H -1.5119 -3.6460 3.6497 0.03 -0.03 0.04
H -2.5961 -3.9504 2.2676 0.01 0.01 0.00
H -1.6697 -2.4377 2.3667 -0.04 -0.03 0.01
H -0.1134 -5.7552 3.1616 0.01 -0.01 0.01
H 1.6201 -6.3798 1.1025 0.01 -0.01 0.01
H 2.7908 -4.9333 -0.7640 0.04 -0.01 0.00
H 1.2267 -5.9352 -1.5096 -0.03 -0.05 -0.03
H 0.5596 -5.1253 -3.6797 -0.01 0.00 -0.01
H 1.1838 -3.0352 -5.3780 0.00 -0.01 -0.01
H 2.0336 -0.6356 -4.9133 -0.02 -0.01 0.01
H 3.6263 -1.2432 -4.4088 -0.01 0.00 0.01
H 2.6653 -0.2702 -3.2824 0.01 -0.01 -0.01
C -1.0954 -1.4167 5.5137 -0.01 0.01 -0.01
C 0.1101 -2.1020 5.4952 -0.02 -0.04 -0.01
C 1.0011 -1.9296 4.4430 0.08 0.06 0.03
C 0.6903 -1.0693 3.3953 -0.13 0.06 -0.08
C -0.5291 -0.3873 3.4165 0.01 -0.05 0.01
C -1.4131 -0.5569 4.4699 0.01 0.04 0.02
P 1.8253 -0.5931 2.0402 0.16 0.17 -0.14
C 3.2641 -1.6872 2.1267 -0.02 -0.09 0.08
C 3.0855 -3.0637 2.2462 -0.01 0.02 0.00
C 4.1631 -3.9243 2.1294 -0.01 -0.03 0.00
C 5.4301 -3.4201 1.8744 0.01 0.02 -0.01
C 5.6124 -2.0525 1.7342 0.02 -0.01 0.01
C 4.5366 -1.1865 1.8569 -0.06 0.00 -0.01
C 2.3858 1.0030 2.7021 0.10 -0.08 0.15
C 3.2649 1.1380 3.7452 -0.07 -0.05 -0.13
C 3.5009 2.4085 4.3025 0.02 0.06 0.03
C 2.8044 3.4934 3.8483 0.03 0.01 0.04
C 1.8534 3.3724 2.8089 -0.02 -0.08 -0.05
C 1.0596 4.4695 2.3966 -0.02 0.00 -0.03
C 0.0932 4.2759 1.4538 0.09 -0.03 0.12
C -0.0585 3.0079 0.8494 -0.11 -0.05 -0.11
C 0.7355 1.9127 1.1191 -0.26 0.09 -0.42
C 1.6653 2.1105 2.1843 0.14 -0.03 0.13
H -1.7814 -1.5456 6.3411 0.00 0.00 0.00
H 0.3695 -2.7669 6.3095 0.00 0.00 0.00
H 1.9513 -2.4473 4.4610 -0.01 0.01 -0.01
H -0.7701 0.2937 2.6066 0.00 0.01 0.02
H -2.3472 -0.0086 4.4821 -0.01 0.00 0.00
H 2.0958 -3.4735 2.4060 0.01 0.01 0.00
H 4.0068 -4.9920 2.2152 0.00 0.00 0.00
H 6.2714 -4.0928 1.7704 0.00 -0.01 0.00
H 6.5943 -1.6543 1.5144 0.01 0.00 0.00
H 4.6830 -0.1241 1.7124 0.00 0.02 0.00
H 3.7729 0.2695 4.1470 0.02 0.00 0.01
H 4.2146 2.5161 5.1090 0.00 0.00 0.00
H 2.9570 4.4685 4.2972 0.01 0.00 0.01
H 1.2181 5.4375 2.8573 -0.01 0.01 -0.01
H -0.5445 5.0951 1.1410 0.00 0.01 0.02
H -0.8319 2.9120 0.1006 -0.05 0.01 0.03
O 4.1758 1.9325 -0.8043 -0.12 -0.02 0.06
N 3.2058 1.3029 -0.5158 0.17 -0.09 -0.03
O 2.2535 1.3057 -1.4340 -0.02 0.14 -0.06
O -1.3371 0.5127 -0.3156 -0.40 0.03 0.58
C -2.5171 0.0690 -0.3163 0.01 0.11 -0.40
C -3.3355 0.2512 0.9264 0.00 0.05 -0.01
C -4.8460 0.2964 0.7258 -0.02 -0.03 -0.02
C -5.4690 -1.0881 0.5634 0.02 -0.01 0.02
C -4.6815 -1.9812 -0.3955 -0.02 0.06 -0.06
C -4.2052 -1.2440 -1.6423 -0.04 -0.05 0.04
N -2.9760 -0.4799 -1.4228 0.08 -0.08 0.03
H -2.9647 1.1778 1.3684 0.01 0.00 -0.01
H -3.0360 -0.5542 1.6067 -0.02 -0.01 0.02
H -5.0656 0.9170 -0.1488 0.01 -0.01 0.02
H -5.3005 0.8034 1.5781 0.01 0.01 0.00
H -6.4956 -0.9753 0.2063 0.00 -0.01 0.00
H -5.5299 -1.5799 1.5380 -0.01 0.00 0.00
H -5.3051 -2.8213 -0.7052 0.01 -0.01 -0.01
H -3.7991 -2.4072 0.0896 -0.01 -0.01 0.02
H -4.9794 -0.5830 -2.0409 -0.02 0.01 0.00
H -3.9608 -1.9650 -2.4211 0.03 0.03 0.00
H -2.2714 -0.5556 -2.1510 -0.01 -0.01 -0.03
```
Forces are in eV/Å.


2.
Density functional theory data (the ωB97M-V functional and the def2-TZVPD basis) for an isolated molecule of C20H28N4O5S.

Values from the calculation:
**Net charge**: 0
**Electronic energy**: -1772.40738 Eh
**Molar mass**: 436.5 g mol⁻¹
**Energy above the lowest of the compared OMol25 structures with the same formula, charge and spin**: 0.504 eV
**Kohn-Sham gap**: 9.466 eV

The geometry in XYZ format:
```
58
Properties=species:S:1:pos:R:3:forces:R:3
C 3.7229 -1.1484 -0.0728 0.18 0.07 0.05
C 2.9334 -1.7641 1.0348 -0.07 0.07 0.04
C 3.1991 -3.0707 1.4362 -0.12 0.03 0.11
C 2.4473 -3.7003 2.4110 0.09 -0.13 0.01
C 1.3976 -3.0142 2.9912 -0.42 -0.36 0.45
S 0.3171 -3.8465 4.1542 -0.21 -0.15 -0.13
O 1.0297 -4.9236 4.7720 0.17 -0.06 -0.32
O -0.3232 -2.8684 4.9813 -0.03 0.22 -0.28
N -0.8721 -4.5307 3.1911 0.64 0.34 0.81
C -1.7507 -3.5802 2.5598 -0.22 0.36 -0.06
C -0.4143 -5.6084 2.3529 0.24 -0.34 -0.14
C 1.1170 -1.7144 2.6330 0.05 0.23 -0.08
C 1.8986 -1.0710 1.6765 0.18 -0.43 0.20
N 1.5682 0.2592 1.3583 -0.44 -0.26 -0.03
C 2.4292 1.3054 1.3135 -0.23 0.46 -0.06
O 3.6191 1.2422 1.5079 0.22 0.08 0.13
C 1.7262 2.6433 1.0255 0.30 0.05 0.19
N 0.8646 2.6315 -0.1354 0.20 0.08 0.07
C 1.2143 3.3183 -1.3221 0.02 0.01 -0.03
O 2.2384 3.9168 -1.4968 0.40 0.19 0.02
N 0.1773 3.1516 -2.1665 -0.24 0.10 -0.30
C -0.9286 2.4091 -1.6056 -0.24 -0.26 0.06
C -2.1655 3.3023 -1.3771 0.14 0.14 -0.03
C -2.5295 4.2071 -2.5539 -0.25 -0.22 0.01
C -3.1854 3.4967 -3.7345 0.26 0.15 -0.07
C -2.3831 2.3304 -4.3074 -0.39 -0.08 0.07
C -2.3554 1.1200 -3.3736 0.28 0.02 -0.06
C -1.2001 1.1012 -2.3732 -0.20 -0.12 0.04
C -0.3583 2.0569 -0.2315 -0.02 -0.01 -0.19
O -0.8963 1.3793 0.6188 -0.26 0.02 0.10
H 4.4240 -0.4169 0.3296 0.00 -0.04 -0.10
H 3.0669 -0.6192 -0.7632 -0.01 0.05 -0.09
H 4.2781 -1.9078 -0.6167 -0.02 -0.06 -0.08
H 4.0084 -3.6050 0.9610 0.08 -0.05 -0.05
H 2.6608 -4.7064 2.7332 0.09 -0.14 -0.01
H -2.6787 -4.0788 2.2779 0.02 0.00 0.00
H -1.3018 -3.1278 1.6650 -0.03 -0.01 -0.02
H -1.9671 -2.8059 3.2910 -0.20 0.09 -0.14
H -1.2649 -6.2246 2.0602 0.01 0.02 0.01
H 0.0931 -5.2460 1.4486 -0.03 -0.02 -0.02
H 0.2752 -6.2053 2.9441 -0.01 -0.20 -0.18
H 0.3056 -1.1976 3.1218 -0.07 0.16 0.06
H 0.5749 0.4819 1.4033 0.18 0.09 -0.13
H 1.1380 2.9197 1.9070 0.04 0.01 -0.08
H 2.4969 3.3965 0.8415 -0.13 -0.17 0.09
H 0.1763 3.5382 -3.0939 0.15 0.04 0.10
H -3.0054 2.6633 -1.1069 -0.06 -0.02 0.10
H -1.9529 3.9438 -0.5170 -0.04 -0.05 0.03
H -1.6396 4.7419 -2.8908 -0.01 0.10 0.02
H -3.2291 4.9607 -2.1854 0.09 0.07 0.00
H -4.1658 3.1249 -3.4281 -0.07 -0.01 -0.03
H -3.3505 4.2350 -4.5227 -0.09 0.00 0.00
H -2.8558 2.0328 -5.2459 0.11 0.03 -0.05
H -1.3663 2.6466 -4.5469 0.11 0.03 -0.14
H -3.3054 1.0655 -2.8402 -0.07 -0.06 -0.01
H -2.2713 0.2070 -3.9669 -0.08 -0.03 0.05
H -0.2757 0.8326 -2.8908 0.00 -0.03 0.06
H -1.4056 0.3203 -1.6367 0.05 0.00 -0.02
```
Forces are in eV/Å.


3.
Density functional theory data (the ωB97M-V functional and the def2-TZVPD basis) for a structure of composition C13H24F3MoO9S.

Values from the calculation:
**Net charge**: +3
**Electronic energy**: -1951.76586 Eh
**Molar mass**: 509.3 g mol⁻¹
**Kohn-Sham gap (alpha / beta)**: 7.272 / 7.273 eV

The geometry in XYZ format:
```
51
Properties=species:S:1:pos:R:3:forces:R:3
Mo -0.0508 -0.1363 0.0954 -0.39 0.74 0.21
C 2.2721 0.6045 2.1285 -0.07 0.07 -0.01
C 2.1155 -0.8873 2.2118 -0.03 0.07 0.00
O 1.5299 -1.2864 0.9173 -0.02 -0.30 -0.21
C 2.4525 -1.9333 -0.0373 0.03 0.02 0.04
C 2.5926 -0.9913 -1.2039 0.02 0.07 -0.06
O 1.2468 -0.5231 -1.5319 -0.07 -0.22 0.25
C 0.5564 -1.1764 -2.6328 0.03 0.02 -0.01
C -0.0981 -2.4102 -2.0645 -0.02 0.02 0.01
O -0.6233 -2.0136 -0.7387 0.16 0.04 -0.01
C -2.0380 -2.3375 -0.5336 0.02 0.00 0.05
C -2.7976 -1.2194 -1.1964 0.04 0.10 0.03
O -2.1345 0.0162 -0.8020 -0.21 0.08 -0.31
C -2.9434 0.8991 0.0253 0.03 -0.11 -0.03
C -2.8569 0.3836 1.4355 -0.05 -0.02 0.02
O -1.4207 0.1544 1.7080 0.30 0.03 -0.32
C -0.9104 0.7091 2.9772 -0.02 0.04 0.03
C 0.1050 1.7410 2.5799 0.03 -0.09 -0.01
O 1.0056 1.1044 1.6226 0.29 0.14 -0.06
H 3.0321 0.9159 1.4133 0.00 -0.02 -0.01
H 2.4880 1.0506 3.0981 0.01 0.00 0.00
H 1.4140 -1.2106 2.9771 0.00 0.00 0.00
H 3.0566 -1.4138 2.3516 -0.01 -0.01 -0.01
H 2.0049 -2.8911 -0.2879 0.00 -0.01 0.00
H 3.4067 -2.1096 0.4543 0.00 0.00 -0.01
H 3.0316 -1.4767 -2.0746 0.00 0.00 0.00
H 3.1580 -0.0942 -0.9633 0.00 -0.01 0.01
H 1.2632 -1.3971 -3.4312 -0.01 -0.02 -0.01
H -0.1681 -0.4458 -2.9920 0.01 -0.01 0.01
H 0.5828 -3.2415 -1.8986 0.01 0.00 0.00
H -0.9236 -2.7499 -2.6877 0.01 0.01 0.00
H -2.1807 -2.3738 0.5453 0.00 -0.01 0.00
H -2.2456 -3.3221 -0.9494 0.01 0.00 0.00
H -3.8426 -1.2077 -0.8891 -0.01 0.00 -0.01
H -2.7588 -1.2644 -2.2842 0.01 -0.02 0.00
H -3.9686 0.9179 -0.3423 0.01 0.01 -0.01
H -2.5124 1.8909 -0.0831 -0.02 0.01 0.02
H -3.3686 -0.5651 1.5910 -0.01 0.00 0.00
H -3.2390 1.1153 2.1442 0.01 -0.01 0.02
H -0.4974 -0.1224 3.5440 0.00 0.00 -0.01
H -1.7367 1.1389 3.5385 0.00 0.00 0.00
H 0.6772 2.1147 3.4274 0.00 0.00 0.00
H -0.3393 2.5862 2.0562 -0.01 0.01 0.01
F 1.4075 4.1754 -2.8753 0.01 0.00 0.05
C 0.5580 3.2587 -2.5100 -0.05 -0.04 -0.10
F 0.6622 2.1776 -3.2790 0.00 -0.01 0.01
F -0.6786 3.7004 -2.5155 -0.02 0.02 0.01
S 0.9849 2.7351 -0.7724 0.40 0.27 0.26
O 0.6641 3.7576 0.1491 -0.06 0.01 -0.02
O 2.2395 2.0593 -0.7804 -0.13 0.03 -0.08
O -0.1743 1.5937 -0.6345 -0.24 -0.88 0.23
```
Forces are in eV/Å.


4.
Density functional theory data (the ωB97M-V functional and the def2-TZVPD basis) for a structure of composition C30H45F5LuOP2.

Values from the calculation:
**Net charge**: +1
**Electronic energy**: -3662.50416 Eh
**Molar mass**: 753.6 g mol⁻¹
**Energy above the lowest of the compared OMol25 structures with the same formula, charge and spin**: 0.486 eV
**Kohn-Sham gap**: 2.141 eV

The geometry in XYZ format:
```
84
Properties=species:S:1:pos:R:3:forces:R:3
Lu 1.9876 0.4886 -0.5215 -8.75 4.80 0.42
C 1.2253 1.8847 1.7134 0.36 0.02 -0.86
C 2.0712 2.5718 0.7883 -0.66 -0.24 -0.51
C 0.0088 2.2228 -0.2131 0.91 -0.12 0.10
C -0.0428 1.7002 1.1071 0.25 0.23 -0.26
C 1.3069 2.7985 -0.4131 -0.04 -0.42 0.95
C 1.5304 1.6242 3.1417 0.12 -0.26 0.49
H 2.6106 1.5907 3.3274 -0.15 0.03 0.03
H 1.0940 0.6715 3.4711 0.08 0.20 0.01
H 1.1099 2.4135 3.7865 0.13 -0.24 -0.20
C -1.2766 1.2546 1.7892 -0.38 -0.42 0.20
H -1.0572 0.7018 2.7090 -0.05 0.15 -0.19
H -1.8759 0.6024 1.1385 -0.10 0.07 0.16
H -1.9241 2.1072 2.0568 0.29 -0.12 -0.16
C -1.1482 2.3105 -1.1374 -0.60 0.00 -0.41
H -1.7220 3.2396 -0.9791 0.23 -0.25 -0.01
H -1.8445 1.4793 -0.9707 0.04 0.12 -0.03
H -0.8354 2.2976 -2.1891 -0.08 0.03 0.12
C 1.8144 3.3426 -1.7003 0.01 0.41 -0.30
H 2.6437 4.0404 -1.5303 -0.16 -0.14 -0.18
H 1.0094 3.8716 -2.2276 0.31 -0.12 0.03
H 2.1812 2.5555 -2.3981 -0.15 0.21 -0.01
C 3.4227 3.0938 1.1140 0.47 0.36 0.26
H 3.3460 3.9279 1.8307 0.10 -0.22 -0.22
H 3.9359 3.4758 0.2235 0.02 -0.05 0.22
H 4.0518 2.3283 1.5931 -0.04 0.26 -0.09
C 2.3291 -1.6846 -0.0051 2.49 -2.07 2.74
C 2.9992 -0.8668 0.9030 0.23 -4.17 1.28
C 4.4927 -0.6280 0.8765 0.33 0.11 0.46
C 5.0484 0.3496 -0.1973 0.33 0.45 0.42
C 4.0687 0.8475 -1.2363 2.87 -1.41 -3.47
C 3.4747 -0.0253 -2.1503 4.43 0.86 -1.02
C 3.8176 -1.5097 -2.1434 -0.11 -0.27 -0.31
C 3.0407 -2.4012 -1.1414 -0.50 -0.38 -0.35
H 5.0178 -1.5938 0.7764 -0.41 0.21 -0.05
H 5.8939 -0.1480 -0.7053 -0.43 0.17 -0.09
H 4.7736 -0.2421 1.8737 -0.17 -0.16 -0.50
H 3.7530 -3.1438 -0.7356 -0.31 0.37 0.18
H 1.3544 -2.1071 0.2728 -0.21 0.77 -0.06
H 2.5108 -0.6010 1.8521 -0.23 -0.01 -0.52
H 2.2997 -3.0034 -1.6955 0.24 0.41 0.32
H 3.6529 -1.9067 -3.1595 -0.07 0.28 0.42
H 3.0874 0.3575 -3.1037 -0.36 0.16 0.63
H 4.8957 -1.6586 -1.9700 -0.27 0.48 0.09
H 5.4960 1.2180 0.3128 -0.33 -0.30 -0.27
H 4.1442 1.9127 -1.4741 -0.67 -0.14 0.14
P -1.1008 -2.3192 2.2685 -0.25 -0.36 -0.20
C -2.5399 -2.2870 3.4166 0.16 0.44 0.02
H -2.8852 -3.3110 3.6128 0.03 0.27 -0.05
H -3.3458 -1.6816 2.9811 0.18 -0.17 0.11
H -2.2233 -1.8131 4.3542 -0.19 -0.15 -0.09
C -1.8732 -3.2851 0.9094 -0.02 0.17 -0.14
H -2.4371 -4.1320 1.3240 0.14 0.12 -0.19
H -1.0820 -3.6544 0.2457 -0.13 -0.09 0.01
H -2.5344 -2.6260 0.3329 0.08 -0.10 0.12
C -0.1756 -3.7037 3.0479 0.11 0.15 0.14
H 0.5969 -4.0518 2.3514 -0.08 -0.09 0.18
H -0.8603 -4.5250 3.2992 0.30 0.09 -0.03
H 0.3146 -3.3282 3.9547 -0.06 -0.26 -0.10
P 0.0817 -0.7244 -3.0330 0.10 0.31 0.64
C 0.1637 0.2833 -4.5598 0.45 0.14 0.05
H 0.0039 -0.3675 -5.4315 -0.06 0.35 0.18
H 1.1638 0.7406 -4.6252 -0.34 -0.03 -0.26
H -0.5950 1.0787 -4.5209 0.30 -0.26 -0.06
C 0.5377 -2.3817 -3.6536 0.33 -0.03 0.04
H 1.6305 -2.4570 -3.7455 -0.34 -0.16 -0.16
H 0.0731 -2.5241 -4.6388 0.11 -0.16 0.30
H 0.1752 -3.1419 -2.9461 0.13 0.17 -0.28
C -1.7007 -0.9099 -2.7457 -0.20 0.01 0.29
H -1.9912 -1.9537 -2.9270 -0.03 0.33 -0.01
H -2.2645 -0.2458 -3.4161 0.11 -0.26 0.22
H -1.9712 -0.6654 -1.7046 -0.19 -0.12 -0.27
F -8.6312 -0.0645 0.0652 -0.04 0.01 0.04
C -7.2922 -0.1713 0.0424 0.22 -0.04 0.00
C -6.5394 0.1847 1.1669 -0.58 -0.05 -0.15
F -7.1702 0.6020 2.2869 0.20 -0.11 -0.46
C -5.1683 0.1019 1.1347 0.30 -0.30 -0.77
F -4.4420 0.4441 2.2281 -0.12 -0.01 -0.13
C -4.4624 -0.3609 -0.0225 -1.22 -0.02 0.02
O -3.2023 -0.4452 -0.0552 1.51 -0.07 -0.06
C -5.2828 -0.7570 -1.1291 0.18 0.35 0.90
F -4.6774 -1.2699 -2.2205 0.10 0.04 -0.15
C -6.6534 -0.6474 -1.1060 -0.39 0.12 0.31
F -7.3843 -1.0051 -2.1831 0.21 0.12 0.41
```
Forces are in eV/Å.